Entry 1:
The following is a DFT calculation (ωB97M-V/def2-TZVPD) of C18H36MoNO8SSi as an isolated structure.

Each line ends with the Löwdin charge.
Geometry (Å):
Mo  6.075  -2.288  3.975  1.46
S  4.269  -1.947  3.070  0.53
Si  -3.774  1.212  -2.400  0.51
O  -3.067  2.570  -2.732  -0.08
O  6.790  -0.021  7.210  0.28
O  7.152  -2.770  2.593  -0.27
O  6.035  -1.101  5.368  -0.27
O  -4.620  1.072  -1.088  -0.08
O  9.089  -3.218  1.493  0.29
O  5.884  -3.938  5.075  -0.19
O  -3.593  -0.023  -3.347  -0.08
N  8.282  -2.153  4.792  -0.25
C  -3.557  3.006  -5.074  -0.01
C  -1.245  2.334  -4.323  -0.02
C  -2.186  4.575  -3.666  -0.01
C  8.272  -3.499  5.462  -0.10
C  9.247  -2.141  3.679  -0.04
C  7.082  -0.612  6.251  -0.41
C  -5.253  2.076  -0.171  -0.58
C  -2.493  3.131  -4.001  -0.58
C  8.612  -2.769  2.452  -0.40
C  -5.835  -0.889  -3.704  -0.01
C  -4.134  2.795  0.554  -0.02
C  -6.106  1.244  0.763  -0.01
C  -3.806  -1.905  -4.788  -0.01
C  -4.382  -1.286  -3.533  -0.58
C  6.978  -3.936  6.120  -0.06
C  -4.154  -2.145  -2.306  -0.02
C  8.438  -1.021  5.719  -0.03
C  -6.085  3.010  -1.027  -0.01
H  8.537  -4.242  4.707  0.15
H  -4.325  -2.839  -5.002  0.10
H  9.114  -1.228  6.550  0.17
H  -4.538  -1.660  -1.408  0.08
H  -6.836  2.455  -1.591  0.10
H  7.111  -4.968  6.440  0.16
H  8.833  -0.158  5.180  0.16
H  -5.956  -0.215  -4.554  0.10
H  -1.467  4.637  -2.849  0.10
H  -1.758  5.066  -4.540  0.10
H  -6.866  0.695  0.208  0.10
H  9.043  -3.543  6.238  0.17
H  -6.607  1.898  1.475  0.10
H  -6.606  3.724  -0.390  0.11
H  -3.507  3.353  -0.143  0.08
H  -4.560  3.502  1.265  0.11
H  -6.226  -0.417  -2.800  0.08
H  -3.197  3.456  -5.999  0.11
H  -3.518  2.086  1.108  0.10
H  -5.456  3.581  -1.714  0.08
H  -3.092  -2.358  -2.180  0.10
H  5.084  -4.436  5.320  0.17
H  -6.436  -1.777  -3.896  0.11
H  6.619  -3.317  6.941  0.15
H  10.180  -2.660  3.905  0.17
H  9.496  -1.111  3.416  0.16
H  -2.746  -2.121  -4.661  0.10
H  -1.485  1.288  -4.517  0.08
H  -3.785  1.959  -5.285  0.08
H  -4.678  -3.093  -2.428  0.11
H  -3.092  5.109  -3.384  0.10
H  -4.467  3.531  -4.780  0.10
H  -3.932  -1.240  -5.642  0.10
H  -5.492  0.536  1.318  0.10
H  -0.528  2.398  -3.505  0.10
H  -0.777  2.744  -5.218  0.11

Results
Net charge ... +3
Energy ... -57666.17660 eV
Spin multiplicity ... 1
Highest occupied orbital energy ... -17.0 eV
E_LUMO ... -11.88 eV
ΔE to the lowest compared entry with this formula, charge and spin ... 0.000 eV

Entry 2:
The following is a DFT calculation (ωB97M-V/def2-TZVPD) of one molecule with the formula C3H6O3.

Each line ends with the Löwdin charge.
Geometry (Å):
O  0.482  -1.886  -0.325  -0.06
O  0.468  0.659  -0.966  0.00
O  -1.570  1.772  -0.603  0.05
C  -0.870  0.593  -0.511  -0.36
C  0.225  0.370  0.430  -0.19
C  0.643  -1.044  0.789  -0.21
H  -1.465  -0.254  -0.850  0.16
H  -0.905  2.462  -0.736  0.11
H  1.686  -1.041  1.145  0.12
H  0.789  -1.364  -1.084  0.09
H  0.015  -1.439  1.595  0.13
H  0.502  1.171  1.117  0.15

Results
Structure (SMILES) ... OC[C@H]1O[C@@H]1O
Energy ... -9349.23756 eV
Spin multiplicity ... 1
Highest occupied orbital energy ... -10.1 eV
E_LUMO ... 0.88 eV
ΔE to the lowest compared entry with this formula, charge and spin ... 2.079 eV